# C21H24O4

A 2-piece molecular cluster, C21H24O4 overall at a distorted geometry (ωB97M-V with the def2-TZVPD basis set, the OMol25 dataset).

Its energy above the lowest of the compared OMol25 structures with the same formula, charge and spin is 97.6 kcal/mol. The calculation puts the gap between HOMO and LUMO at 3.266 eV. The HOMO energy is -0.2168 Eh. Its multiplicity is 1. Its LUMO energy is -2.63 eV. For the electronic energy, the calculation gives -30352.235 eV.

Atoms and positions in Å:
1 O 2.49206 0.87993 -0.96343
2 C 2.72920 1.30162 -3.27706
3 C 5.93183 0.15926 4.64271
4 C 2.20739 -0.13206 2.53181
5 C 5.18558 1.26692 4.24417
6 H 3.39202 2.14033 -3.04776
7 C 3.00617 6.22918 3.21663
8 H 7.43861 -1.30975 4.10057
9 C 2.29039 0.73588 1.37872
10 H 1.70916 1.68739 -3.36226
11 O 2.58120 -1.30864 2.46813
12 H 1.29410 1.41597 3.82570
13 H 1.08301 6.14082 6.79365
14 C 5.44186 1.88313 2.98666
15 H 6.56716 1.72694 1.14341
16 H 0.99936 7.92992 6.66225
17 H 5.80082 -0.23052 5.64909
18 C 6.38728 1.25766 2.11516
19 H 3.02021 0.87935 -4.23884
20 C 4.77833 3.05507 2.53001
21 H 3.82681 5.28692 1.49284
22 C 6.86973 -0.43164 3.78266
23 C 4.26532 4.23089 4.71154
24 C 1.65413 0.38632 3.85523
25 C 4.27010 4.14086 3.28915
26 H 0.82737 -0.27009 4.16606
27 H 4.39206 1.65854 4.88383
28 H 0.71468 2.12713 1.67566
29 H 2.52476 7.14111 7.19213
30 C 3.70123 5.24646 2.57546
31 H 2.12233 -0.57339 -2.42565
32 H 3.83855 -0.16412 -2.16673
33 H 7.78460 -0.34059 1.82193
34 H 2.43240 0.30785 4.62630
35 C 2.82198 0.24185 -2.21188
36 O 1.98911 7.10397 5.14936
37 C 3.45820 5.14854 5.35953
38 C 2.57523 0.02663 0.08979
39 C 1.76119 2.10411 1.33492
40 H 1.81662 2.44023 0.29292
41 H 2.32314 2.81445 1.95740
42 C 7.06572 0.11466 2.50110
43 H 2.57337 7.07894 2.68858
44 H 3.32438 5.11019 6.44239
45 C 1.64149 7.05277 6.54648
46 H 4.82406 3.23273 1.45139
47 H 4.90293 3.57585 5.30114
48 C 2.81411 6.16988 4.61957
49 O 2.82438 -1.15597 -0.06448

---

# C21H25AsBrN2O2Re

C21H25AsBrN2O2Re as an isolated structure (ωB97M-V with the def2-TZVPD basis set, the OMol25 dataset).

The calculation puts the gap between HOMO and LUMO (spin up / spin down) at 4.451 / 4.645 eV. The HOMO energy (spin up / spin down) is -0.6082 / -0.6092 Eh. Its multiplicity is 4. Its LUMO energy (spin up / spin down) is -12.10 / -11.93 eV. As for the charge: +3. For the electronic energy, the calculation gives -162241.401 eV.

Atoms and positions in Å:
1 H -6.65575 -0.02541 -1.89336
2 H 2.97109 2.11075 0.21562
3 C -4.83362 -0.82273 -1.19824
4 H -6.85361 -1.81328 -3.47505
5 C -1.15777 -1.48961 -1.87089
6 H -1.81278 -1.93292 -3.85595
7 H 1.81113 1.46501 4.88684
8 H 4.81037 4.77717 2.76545
9 C 0.28814 -2.28746 -3.60594
10 Re -0.60337 -0.88313 0.96981
11 N -2.34658 -0.55784 -0.02710
12 H 3.82359 2.25310 6.07631
13 H 2.36767 -0.61504 3.38608
14 H 1.15604 -3.59879 -5.03379
15 H 2.80252 4.00172 1.56404
16 C 0.48302 -2.73587 -5.01835
17 H -0.71114 -3.29087 -6.47183
18 H -3.32431 0.31745 1.60637
19 C 4.16985 4.02789 3.21103
20 Br -0.73868 -1.35658 3.23418
21 C 2.48675 2.16538 4.40513
22 C 3.04534 3.58326 2.53585
23 C 2.19689 2.64854 3.12951
24 H 2.95682 -1.38112 1.88752
25 C -3.46201 -0.12889 0.63074
26 C 2.45249 1.22770 -0.15452
27 As 1.45558 0.58804 1.36442
28 C 3.61244 2.60980 5.07683
29 H 3.18295 0.48264 -0.45701
30 H 3.64454 0.17440 2.42222
31 C -2.45157 -1.07725 -1.29066
32 C -4.70104 -0.24649 0.06954
33 C -0.98201 -1.89449 -3.16497
34 C -3.67490 -1.22552 -1.88162
35 H 0.99982 -1.92220 -5.54715
36 C 2.74232 -0.43520 2.38200
37 O -5.99884 -1.62277 -3.06759
38 C 0.96729 2.20087 2.42529
39 H -3.77531 -1.65974 -2.86669
40 H -5.56222 0.10955 0.62145
41 H 1.80995 1.49881 -0.98808
42 H 0.15942 1.91558 3.09592
43 C 4.45877 3.53255 4.47451
44 H 1.91365 -1.80191 -0.68473
45 C 1.11413 -1.81811 -1.41295
46 H 5.34198 3.87446 4.99718
47 O -0.78530 -3.00339 -5.55320
48 H 2.34095 -2.56412 -2.97365
49 N -0.11350 -1.42665 -0.98819
50 C 1.34374 -2.24926 -2.69209
51 H -6.78870 -1.60527 -1.13147
52 H 0.60065 2.91788 1.69225
53 C -6.17688 -1.01064 -1.82103

---

# C21H25BCuN4O4S4

C21H25BCuN4O4S4 as an isolated structure at a distorted geometry (ωB97M-V with the def2-TZVPD basis set, the OMol25 dataset).

Its energy above the lowest of the compared OMol25 structures with the same formula, charge and spin is 33.7 kcal/mol. The calculation puts the gap between HOMO and LUMO (spin up / spin down) at 8.307 / 4.940 eV. The HOMO energy (spin up / spin down) is -0.2905 / -0.2905 Eh. Its multiplicity is 2. Its LUMO energy (spin up / spin down) is 0.40 / -2.96 eV. For the electronic energy, the calculation gives -124991.414 eV.

Atoms and positions in Å:
1 H 3.30305 -0.24707 -0.15139
2 O -0.78310 -0.35507 -2.78169
3 H 0.50668 1.40132 4.62869
4 N 1.09462 -3.91607 1.21637
5 H 4.56289 0.99728 -0.25319
6 H -1.12553 3.27273 1.23206
7 C -1.69839 2.44184 0.84359
8 C 1.94711 -4.82725 0.62695
9 C 1.10881 -2.68665 -2.14777
10 N 1.31358 -3.37115 -0.87953
11 C -0.35642 3.60440 -4.34198
12 N 0.54213 -0.50691 3.80599
13 H -3.99417 0.13466 1.80466
14 C -2.73791 3.97433 -4.37101
15 H 0.28299 1.72653 -3.47123
16 S -2.07400 0.36669 -2.66133
17 H -3.94060 2.39639 -3.53782
18 C -0.73545 -0.85374 4.01010
19 C -3.12890 0.27033 -0.15150
20 C 0.70279 -3.03835 0.27711
21 H -0.82772 2.56816 -1.11725
22 C -2.93870 2.74297 -3.76518
23 C 3.61940 0.73115 0.21837
24 C 1.23670 -1.61183 3.35633
25 S -0.41104 -1.73493 0.42756
26 H -3.58652 4.59665 -4.62366
27 B 0.60881 -4.07920 2.69449
28 H -0.44324 -4.66686 2.75290
29 C 2.08663 -4.49513 -0.67507
30 H -3.67279 -0.57857 -0.54812
31 C -3.29820 0.66626 1.16790
32 H -2.73237 2.07239 2.68562
33 Cu 0.89272 0.07093 -0.00128
34 S 2.40740 1.98552 -0.17606
35 O 1.68919 1.48417 -1.36108
36 H 1.77747 -3.12752 -2.88274
37 H 1.31684 -1.62202 -2.04798
38 O 1.42784 1.95953 0.93357
39 H 0.07375 -2.77694 -2.46936
40 C -0.54720 2.36860 -3.73875
41 C -2.24457 0.96539 -0.96570
42 C -2.58708 1.75251 1.66015
43 H -1.29290 5.36504 -5.12999
44 H 2.12304 0.78019 4.22506
45 H 2.67259 -4.93616 -1.46079
46 C -1.83857 1.96145 -3.44849
47 N 0.33944 -2.64279 3.28692
48 H 0.64777 3.94440 -4.55899
49 H 3.75848 0.69767 1.29711
50 H -1.47987 -0.15032 4.34022
51 H 1.48668 -4.61010 3.32237
52 H 2.39127 -5.62296 1.19672
53 H -1.72107 -2.82740 3.69266
54 S 2.84681 -1.66006 2.98061
55 C -1.52862 2.05127 -0.47562
56 C -1.44728 4.40400 -4.65647
57 C -0.84953 -2.19716 3.69027
58 C 1.08922 0.84368 3.89972
59 H 1.04738 1.32449 2.92290
60 O 3.11766 3.21927 -0.34593

---

# C21H25BN10NaS

C21H25BN10NaS as an isolated structure (ωB97M-V with the def2-TZVPD basis set, the OMol25 dataset).

The calculation puts the gap between HOMO and LUMO (spin up / spin down) at 8.462 / 6.522 eV. The HOMO energy (spin up / spin down) is -0.3145 / -0.3122 Eh. Its multiplicity is 2. Its LUMO energy (spin up / spin down) is -0.09 / -1.97 eV. For the electronic energy, the calculation gives -53015.459 eV.

Atoms and positions in Å:
1 H -3.76956 2.55349 1.47750
2 C -0.08961 1.74307 -4.37241
3 Na -0.97164 2.78816 -0.76110
4 C -2.44400 -1.30226 -1.69901
5 H 0.48685 -2.63210 -1.83959
6 H 0.21178 1.24321 -5.29175
7 C -3.35491 -4.15380 0.33165
8 H 2.72560 -0.49822 -1.34949
9 H -3.62509 -3.65120 1.26185
10 C 0.62460 1.16440 -3.19760
11 H -2.80350 -5.06177 0.56632
12 N -3.16385 -2.11015 -0.93343
13 H 1.94977 1.31348 2.97465
14 N 0.15533 1.34648 -1.97124
15 C -2.33999 -0.45304 2.00667
16 C 1.69443 2.14999 2.34654
17 N -0.60701 0.26598 0.84300
18 C -3.93838 1.48502 1.33451
19 N 1.23210 1.95623 1.09844
20 H 0.12614 5.90403 1.51622
21 C -2.65015 0.73717 1.34285
22 H 3.58756 0.69197 1.27972
23 H 4.78211 -1.74854 1.38965
24 H -2.98109 -1.04753 2.63351
25 H 1.86691 6.14043 1.52452
26 N -1.60470 1.17585 0.65103
27 H -1.16564 1.61406 -4.25735
28 C -1.03402 -0.71351 1.65836
29 C -2.55119 -3.22251 -0.51438
30 C 1.26860 4.08706 1.41197
31 H -4.28267 -4.41766 -0.17511
32 N -1.18414 -1.45541 -2.09614
33 C 1.97355 0.09615 -1.83902
34 H 2.37534 0.04836 -4.00576
35 N 0.98685 0.67798 -1.13251
36 C 1.78118 0.37688 -3.17158
37 C 2.73901 -3.90865 0.79502
38 H 3.32239 -4.23472 -0.06814
39 N 0.94655 3.15372 0.52739
40 C 1.06611 5.53331 1.10310
41 H 2.09678 3.99285 3.48359
42 H -0.37471 -1.52307 1.91424
43 H 1.72526 -4.29065 0.68442
44 H 1.05565 5.69553 0.02525
45 C 3.15846 -0.28640 1.15517
46 N 1.56946 -1.76538 0.70522
47 S -3.24156 0.17417 -2.23877
48 N 1.84145 -0.44861 0.88888
49 H -0.69615 -4.30990 -0.42015
50 B 0.84200 0.60851 0.40979
51 H 0.12583 2.80652 -4.49549
52 C 3.75045 -1.52424 1.18577
53 H -4.58840 1.14043 2.13804
54 C -1.21561 -3.44497 -0.80553
55 C -0.56099 -2.51531 -1.59177
56 H 3.18196 -4.36405 1.68101
57 C 2.70260 -2.42025 0.89937
58 C 1.75303 3.50205 2.59071
59 H -4.46714 1.33735 0.39139